2 unconnected molecules or ions with the total composition C4H11N2 in a non-equilibrium geometry. Source: OMol25; level of theory: ωB97M-V/def2-TZVPD.

Atoms and positions in Å:
C (-0.89, -0.17, -0.99)
C (-0.76, 0.14, 1.17)
C (0.17, -0.53, 0.14)
C (1.80, 0.97, -0.27)
N (0.77, -1.77, 0.18)
N (-1.75, 0.51, 0.11)
H (-0.64, 0.64, -1.61)
H (-1.25, -1.11, -1.39)
H (-1.30, -0.44, 1.84)
H (-0.18, 1.05, 1.67)
H (1.41, 1.93, -0.34)
H (2.05, 0.63, -1.24)
H (2.65, 0.53, 0.35)
H (1.23, -2.15, -0.64)
H (1.28, -1.78, 1.04)
H (-1.95, 1.51, -0.08)
H (-2.63, 0.05, 0.07)

* energy relative to the best compared isomer or geometry (same formula, charge and spin): 5.059 eV
* largest force on an atom: 5.21 eV/A
* charge: +1